[1]
{"formula": "C12H28InN5O7", "method": "wB97M-V/def2-TZVPD", "total_energy_ha": -1463.79810, "orbital_gap_ev": 3.15, "charge": 2, "e_above_lowest_kcal_mol": 14.84, "lumo_energy_ev": -11.96, "elements": ["In", "N", "O", "O", "O", "C", "C", "O", "N", "C", "H", "H", "H", "H", "H", "H", "H", "C", "C", "O", "N", "C", "H", "H", "H", "H", "H", "H", "H", "C", "C", "O", "N", "C", "H", "H", "H", "H", "H", "H", "H", "C", "C", "O", "N", "C", "H", "H", "H", "H", "H", "H", "H"], "xyz": [[2.3677, 0.1492, -0.4553], [2.9649, 3.5929, -2.6164], [2.9144, 2.7709, -1.6704], [3.5964, 3.2009, -3.6072], [2.4359, 4.6725, -2.5386], [-2.2686, -1.9920, 0.5072], [-1.5966, -0.9679, -0.3895], [-0.3605, -0.9009, -0.4761], [-2.3630, -0.1265, -1.0911], [-3.7911, -0.1942, -1.3107], [-1.5609, -2.3776, 1.2380], [-2.6580, -2.8166, -0.0883], [-3.0306, -1.4780, 1.0943], [-1.8919, 0.4991, -1.7286], [-4.3649, -0.4472, -0.4210], [-3.9270, -0.9391, -2.1008], [-4.2273, 0.7418, -1.6552], [-0.6691, 0.1940, 3.7460], [0.7885, 0.3234, 3.3098], [1.0209, 0.0148, 2.1346], [1.7169, 0.3683, 4.2709], [3.1692, 0.3575, 4.0667], [-1.2946, 0.0029, 2.8810], [-0.9727, 0.9858, 4.4298], [-0.7285, -0.7261, 4.3347], [1.5083, 0.7268, 5.1898], [3.4644, -0.5654, 4.5809], [3.5804, 1.0817, 4.7735], [3.6765, 0.4432, 3.1150], [2.5213, -4.2402, -2.6374], [1.5513, -3.2311, -2.0651], [1.6835, -1.9944, -2.2219], [0.5531, -3.6663, -1.2972], [-0.0489, -4.9817, -1.4023], [3.3752, -3.6074, -2.8882], [2.2104, -4.6521, -3.5995], [2.8283, -5.0826, -2.0250], [0.0155, -2.8553, -0.9899], [-0.4641, -5.3504, -0.4627], [0.6518, -5.7656, -1.6760], [-0.8819, -4.9882, -2.1080], [-1.8631, 2.7767, 0.4124], [-0.4826, 2.7885, -0.2035], [0.3792, 1.9374, 0.1295], [-0.0496, 3.7449, -1.0464], [-0.8588, 4.8785, -1.4384], [-1.9356, 1.8628, 0.9963], [-2.7209, 2.9718, -0.2247], [-1.8606, 3.5721, 1.1654], [0.9353, 3.6341, -1.2406], [-1.5097, 5.2139, -0.6369], [-1.3789, 4.7620, -2.3921], [-0.1495, 5.6786, -1.6706]], "forces_ev_per_a": [[-2.10, 0.07, -0.11], [1.65, -0.57, -2.57], [-1.03, -0.34, 1.72], [-0.69, 0.49, 0.81], [-0.17, -0.12, 0.39], [0.31, 0.70, 0.13], [0.28, -0.06, 0.31], [0.42, -0.14, -0.10], [-0.13, 0.75, 0.04], [-0.55, -0.67, -0.31], [0.25, -0.02, -0.26], [-0.34, 0.07, 0.10], [-0.39, -0.35, -0.24], [0.40, -0.18, 0.13], [0.25, -0.29, 0.03], [-0.62, 0.04, 0.18], [0.49, 0.16, -0.08], [0.60, -0.17, 0.62], [-0.57, -1.78, 0.61], [0.80, 0.34, -1.12], [0.50, 1.34, -1.16], [0.45, -0.79, 2.37], [-0.10, 0.61, -0.04], [-0.29, 0.18, -0.37], [0.16, 0.01, 0.04], [-0.63, -0.14, -0.07], [0.40, -0.20, -0.67], [0.04, 0.42, -0.49], [-0.82, 0.07, -0.39], [0.57, 1.06, -0.92], [0.16, -0.86, 0.60], [0.88, 0.61, 0.30], [-0.35, 0.19, -0.47], [-0.45, -0.69, 0.49], [0.25, -0.39, 0.07], [-0.39, 0.10, 0.06], [-0.25, 0.21, 0.40], [-0.23, -0.32, 0.35], [0.08, 0.50, 0.22], [0.26, 0.34, -0.30], [0.14, 0.11, -0.20], [0.70, 0.20, 0.75], [1.37, 0.60, -0.99], [-0.13, -0.90, 0.38], [-1.75, -0.88, 1.12], [1.03, 0.90, -0.80], [-0.27, -0.15, -0.30], [0.21, -0.21, -0.32], [0.03, 0.15, -0.09], [0.02, 0.48, -0.31], [-0.08, -0.13, -0.06], [-0.27, -0.45, 0.25], [-0.10, 0.11, 0.28]]}

[2]
{"formula": "C12H28N2O", "method": "wB97M-V/def2-TZVPD", "total_energy_ha": -658.53507, "orbital_gap_ev": 3.32, "e_above_lowest_kcal_mol": 23.53, "lumo_energy_ev": -0.49, "elements": ["C", "C", "C", "C", "N", "H", "H", "H", "H", "H", "H", "H", "H", "C", "C", "N", "C", "C", "C", "C", "C", "O", "C", "H", "H", "H", "H", "H", "H", "H", "H", "H", "H", "H", "H", "H", "H", "H", "H", "H", "H", "H", "H"], "xyz": [[0.4402, -3.9935, -0.1175], [1.6813, -3.0889, -0.1504], [2.9825, -3.7511, 0.2050], [3.2832, -3.9029, 1.6752], [3.8198, -4.2353, -0.6296], [0.5402, -4.7623, -0.8956], [0.3921, -4.5181, 0.8483], [1.4593, -2.2685, 0.5533], [1.7746, -2.6761, -1.1669], [4.2372, -4.4154, 1.7934], [3.3266, -2.9284, 2.1686], [2.5109, -4.5146, 2.1450], [3.4732, -4.0711, -1.5786], [-3.1828, 2.0724, -1.1160], [-1.8706, 2.6495, -0.6279], [-1.3719, 2.1053, 0.6930], [-2.3574, 2.4820, 1.7547], [-0.0862, 2.8076, 1.0765], [1.1398, 2.5877, 0.2070], [-1.2668, 0.5904, 0.7391], [-0.4428, -0.1244, -0.3018], [-0.9701, 0.0699, -1.5960], [-0.0066, 0.1352, -2.6352], [-4.0160, 2.3027, -0.4528], [-3.4032, 2.5324, -2.0790], [-3.1233, 0.9990, -1.2719], [-1.9670, 3.7257, -0.4692], [-1.0867, 2.4868, -1.3593], [-2.4890, 3.5615, 1.7475], [-1.9707, 2.1589, 2.7177], [-3.3024, 1.9860, 1.5624], [0.1233, 2.5035, 2.1015], [-0.3468, 3.8661, 1.0860], [1.6631, 1.6692, 0.4551], [1.8302, 3.4066, 0.4101], [0.9260, 2.5983, -0.8598], [-2.2919, 0.2256, 0.6916], [-0.8673, 0.3536, 1.7261], [-0.5133, -1.1964, -0.0350], [0.6142, 0.1289, -0.2537], [0.9532, -0.2765, -2.3193], [0.1323, 1.1722, -2.9670], [-0.3704, -0.4535, -3.4750]], "forces_ev_per_a": [[0.01, 0.11, -0.01], [-0.55, -0.02, -0.05], [0.08, 0.05, 0.10], [0.16, -0.29, -0.16], [-0.07, 0.06, 0.00], [-0.06, 0.01, 0.00], [-0.07, 0.05, 0.01], [0.50, 0.16, -0.04], [0.07, 0.16, 0.09], [0.02, 0.06, 0.03], [-0.09, -0.02, 0.02], [-0.09, 0.17, 0.05], [0.02, 0.02, 0.02], [-0.06, -0.05, 0.10], [0.04, 0.10, -0.11], [-0.12, 0.08, 0.17], [0.01, -0.04, -0.02], [0.05, -0.01, -0.09], [0.06, 0.00, 0.05], [0.01, -0.07, -0.07], [0.11, -0.56, 0.04], [0.01, 0.30, 0.01], [-0.02, -0.17, -0.03], [0.00, 0.03, -0.01], [0.01, 0.00, -0.01], [0.04, 0.01, -0.04], [0.04, 0.00, 0.03], [-0.03, -0.12, 0.01], [-0.01, 0.00, 0.01], [0.00, 0.00, 0.00], [0.00, 0.01, 0.00], [-0.02, 0.01, 0.00], [-0.02, 0.00, 0.03], [-0.03, -0.02, -0.04], [-0.03, 0.03, -0.01], [0.00, 0.00, 0.00], [0.01, -0.01, 0.01], [-0.02, -0.02, 0.00], [0.06, -0.06, -0.06], [-0.03, 0.07, -0.04], [-0.01, -0.04, -0.02], [0.03, 0.01, 0.03], [0.00, 0.00, 0.00]]}

[3]
{"formula": "C12H28N4O19S3", "method": "wB97M-V/def2-TZVPD", "total_energy_ha": -3316.36206, "multiplicity": 2, "orbital_gap_ev": [8.30, 3.40], "charge": 1, "lumo_energy_ev": [-4.19, -9.09], "elements": ["C", "N", "O", "O", "H", "H", "H", "C", "N", "O", "O", "H", "H", "H", "C", "N", "O", "O", "H", "H", "H", "C", "C", "O", "S", "O", "O", "O", "H", "H", "H", "H", "C", "C", "O", "S", "O", "O", "O", "H", "H", "H", "H", "C", "C", "O", "S", "O", "O", "O", "H", "H", "H", "H", "C", "O", "N", "C", "C", "H", "H", "H", "H", "H", "H", "H"], "xyz": [[0.4958, -4.5681, 1.1152], [-0.4150, -3.5898, 1.7183], [-1.6391, -3.6873, 1.5051], [-0.0430, -2.6772, 2.3523], [0.8543, -3.9666, 0.2798], [-0.0405, -5.3924, 0.6449], [1.1400, -4.9143, 1.9234], [0.0280, 1.1674, 0.8712], [0.6398, -0.1026, 0.6961], [1.7710, -0.2281, 1.1155], [-0.0562, -0.9986, 0.2382], [0.3721, 1.6399, 1.7912], [-1.0603, 1.1090, 0.8526], [0.3460, 1.6353, -0.0605], [3.8174, -2.5741, 1.7735], [3.5533, -3.8034, 2.6209], [3.0658, -3.7310, 3.7090], [3.8035, -4.8709, 2.1132], [4.6748, -2.7106, 1.1145], [3.8588, -1.6935, 2.4146], [2.9747, -2.4558, 1.0923], [-1.5972, -0.1450, 4.2189], [-0.7628, -0.4715, 5.4198], [-0.2979, 0.8223, 6.0286], [-0.9615, 2.1314, 5.1452], [-0.0476, 3.2722, 5.0168], [-2.2981, 2.3902, 5.6824], [-1.0552, 1.1781, 3.7852], [-2.6850, -0.1581, 4.2861], [-1.4162, -0.8399, 3.3989], [0.0642, -1.0716, 5.0402], [-1.2404, -0.9253, 6.2881], [-1.4559, -3.8972, -2.9973], [-0.4921, -2.7473, -2.6424], [0.6090, -3.5665, -2.1594], [0.7582, -5.0393, -2.8378], [0.6960, -5.9865, -1.7780], [1.8769, -5.0094, -3.7859], [-0.6974, -4.9068, -3.6253], [-2.3381, -3.6379, -3.5825], [-1.8179, -4.3316, -2.0654], [-0.7971, -1.8500, -2.1040], [-0.0388, -2.2461, -3.4977], [-0.5094, 1.6635, -2.9542], [-1.5131, 0.8384, -3.6937], [-2.7394, 1.4856, -3.3671], [-2.8022, 1.8733, -1.7217], [-3.1513, 0.6524, -0.9402], [-3.5865, 3.1126, -1.7315], [-1.2067, 2.2832, -1.8177], [-0.3421, 2.4921, -3.6424], [0.3995, 1.1492, -2.6418], [-1.5792, -0.1754, -3.2987], [-1.3106, 0.6322, -4.7447], [-0.8643, 5.6751, -2.4947], [-1.1452, 5.8765, -3.6792], [0.4170, 5.6360, -2.0155], [0.5440, 5.0613, -0.6487], [1.6018, 6.1781, -2.6651], [-1.6057, 5.3706, -1.7399], [1.2449, 4.2327, -0.5472], [-0.4175, 4.7648, -0.2294], [0.7883, 5.8575, 0.0544], [2.2822, 6.7614, -2.0448], [2.1223, 5.2918, -3.0281], [1.2273, 6.7356, -3.5236]], "forces_ev_per_a": [[-0.29, -0.01, -0.32], [-4.90, -1.28, -1.00], [1.05, -0.97, -0.58], [2.86, 2.11, 1.98], [1.09, -0.29, 0.22], [-0.26, 0.19, 0.46], [0.50, 0.25, -0.55], [-0.79, 1.81, -0.44], [-0.33, -2.44, 1.43], [0.21, -0.11, -0.53], [0.62, 0.32, -0.56], [0.19, -0.04, -0.35], [0.20, -0.35, 0.05], [-0.07, 0.85, 0.32], [-0.44, 0.17, 0.05], [0.44, -0.34, -1.13], [-0.56, 1.32, 1.18], [0.45, -0.45, -1.01], [0.17, -0.26, 0.61], [0.16, -0.28, -0.03], [-0.25, -0.18, 0.33], [-0.32, 0.65, -1.19], [0.45, 0.97, 1.34], [-0.67, 1.32, -1.85], [-0.45, -1.06, 1.60], [-1.47, -3.00, -0.33], [2.37, -0.56, -1.28], [-0.65, 0.73, 0.92], [0.06, 0.72, 0.63], [0.49, 0.16, -0.03], [0.45, 0.36, 0.61], [-0.26, -0.39, -0.56], [-1.00, 0.94, 1.13], [0.94, -1.29, -2.16], [0.63, 0.35, 1.18], [0.56, 1.81, -1.69], [-0.02, 0.13, -0.58], [-2.77, -0.28, 1.91], [1.94, -0.49, -0.18], [0.38, -0.05, -0.37], [-0.20, 0.25, 0.26], [-0.15, -1.08, 1.50], [-0.34, -0.32, -0.87], [-0.20, 1.10, -0.43], [-0.76, -1.91, 1.52], [-0.93, 0.07, 0.68], [-1.49, -1.01, -2.90], [1.63, 3.93, -1.85], [1.82, -2.57, 1.07], [-0.22, -0.68, 1.07], [0.70, 0.25, 0.31], [-0.16, 0.12, 0.13], [0.09, -0.17, 0.35], [-0.38, 1.07, -0.16], [-2.14, -0.41, -2.19], [1.05, 0.07, 1.86], [1.60, -0.10, 2.60], [-0.70, 0.54, 0.30], [-1.08, -0.40, -1.12], [0.00, 0.20, -0.28], [0.23, 0.23, -0.46], [-0.16, -0.38, -0.69], [0.75, 0.33, -0.22], [-0.42, -0.15, 0.43], [0.40, -0.08, -0.15], [0.33, 0.08, -0.01]]}

[4]
{"formula": "C12H28O6Sn", "method": "wB97M-V/def2-TZVPD", "total_energy_ha": -1139.08691, "orbital_gap_ev": 8.17, "charge": 2, "e_above_lowest_kcal_mol": 0.00, "lumo_energy_ev": -8.09, "elements": ["Sn", "C", "O", "C", "C", "O", "C", "C", "O", "C", "H", "H", "H", "H", "H", "H", "H", "H", "H", "H", "H", "H", "H", "H", "C", "O", "C", "C", "O", "C", "C", "O", "C", "H", "H", "H", "H", "H", "H", "H", "H", "H", "H", "H", "H", "H", "H"], "xyz": [[-0.0500, -0.3033, -0.2000], [2.7866, -2.2746, 0.6069], [2.1973, -1.1202, 1.1831], [2.3047, -1.0873, 2.5994], [1.4689, 0.0846, 3.1265], [0.1301, -0.0254, 2.6380], [-0.6599, 1.0813, 3.0202], [-2.1011, 0.7496, 2.7220], [-2.2989, 0.5561, 1.3234], [-3.5583, 0.0685, 0.8658], [2.1235, -3.1343, 0.7156], [3.7291, -2.5232, 1.1029], [3.1283, -2.1082, -0.4142], [3.3526, -0.9378, 2.8683], [1.9598, -2.0012, 3.0900], [1.9337, 1.0048, 2.7631], [1.5636, 0.1095, 4.2125], [-0.4080, 2.0315, 2.5388], [-0.6493, 1.3889, 4.0691], [-2.7988, 1.5005, 3.1020], [-2.4068, -0.1525, 3.2629], [-4.4464, 0.6436, 1.1273], [-3.6380, -0.9562, 1.2351], [-3.4672, 0.0593, -0.2199], [0.5854, -3.4925, -1.3059], [0.7909, -2.1200, -1.5179], [0.6396, -1.8072, -2.9147], [0.9734, -0.3858, -3.1870], [-0.0228, 0.4504, -2.5776], [0.2099, 1.8411, -2.8770], [-1.0489, 2.4965, -2.3570], [-0.9865, 2.2722, -0.9746], [-1.3047, 3.4486, -0.1833], [1.3893, -4.0954, -1.7393], [-0.3702, -3.8171, -1.7230], [0.6380, -3.7476, -0.2470], [-0.3172, -2.0934, -3.3573], [1.3966, -2.4195, -3.4150], [1.0140, -0.2761, -4.2736], [1.9804, -0.1201, -2.8559], [0.1140, 2.0474, -3.9466], [1.1541, 2.1511, -2.4315], [-1.9438, 2.0806, -2.8216], [-1.0096, 3.5474, -2.6516], [-1.0569, 3.3829, 0.8733], [-2.3464, 3.7451, -0.2977], [-0.6740, 4.2570, -0.5569]], "forces_ev_per_a": [[-0.27, 0.73, 0.86], [1.23, -0.63, 0.40], [-0.65, 0.24, -0.84], [-0.54, 0.63, 0.82], [1.23, -0.28, -0.73], [0.58, 0.26, 0.25], [-1.64, 0.87, 0.02], [-0.99, -0.58, 0.25], [0.93, 0.62, -0.43], [0.45, -0.75, 0.01], [0.21, 0.10, -0.11], [-0.14, 0.07, 0.38], [-0.67, 0.23, -0.09], [-0.02, 0.06, 0.07], [-0.07, -0.25, -0.42], [-0.18, 0.22, -0.11], [-0.49, -0.13, 0.11], [0.48, -0.25, -0.59], [0.48, -0.79, 0.33], [0.28, 0.42, -0.16], [0.27, -0.25, -0.07], [0.28, 0.28, 0.33], [-0.48, -0.03, -0.08], [-0.18, -0.05, -0.04], [-0.08, -1.91, 0.47], [-0.80, 1.27, -0.17], [1.20, -0.67, -0.76], [0.16, -0.09, -0.36], [1.06, -0.71, -0.17], [-1.98, 0.20, -0.72], [1.33, 0.48, -0.13], [-0.62, 0.23, 1.96], [0.30, 0.61, -0.61], [-0.02, 0.28, -0.35], [0.04, 0.04, 0.06], [-0.42, 0.40, -0.07], [-0.27, 0.02, 0.55], [-0.06, 0.05, -0.20], [-0.40, 0.26, -0.02], [0.01, 0.03, 0.36], [0.88, -0.60, -0.23], [-0.13, 0.34, -0.08], [0.02, -0.26, 0.10], [-0.07, 0.19, 0.43], [-0.06, -0.81, -0.10], [-0.07, -0.22, -0.01], [-0.09, 0.13, -0.08]]}